Entry 1:
{
  "formula": "C23H49GaN2OP3Se",
  "method": "wB97M-V/def2-TZVPD",
  "elements": ["Ga", "P", "P", "P", "H", "C", "C", "H", "C", "C", "C", "C", "C", "C", "C", "C", "C", "H", "H", "H", "H", "H", "H", "H", "H", "H", "H", "H", "H", "H", "H", "H", "H", "H", "H", "H", "H", "H", "H", "H", "H", "H", "H", "H", "H", "H", "C", "C", "C", "C", "C", "C", "Se", "H", "H", "H", "H", "H", "H", "C", "N", "C", "C", "C", "N", "C", "C", "O", "H", "H", "H", "H", "H", "H", "H", "H", "H", "H", "H", "H"],
  "positions_angstrom": [[-0.532837, -0.394141, 0.117055], [-2.022851, -0.870962, 2.066629], [0.686451, -2.414853, -0.661419], [-2.444770, -0.997550, -1.558762], [0.705676, 1.728061, -0.971987], [-0.350517, 1.441162, -1.038827], [-1.258467, 1.818857, -0.019349], [-0.906759, 2.389092, 0.843663], [-1.524917, -0.298565, 3.724556], [-2.276561, -2.665806, 2.323415], [-3.702027, -0.158816, 1.959666], [1.720493, -2.142101, -2.143593], [1.948924, -2.970174, 0.517132], [-0.276813, -3.958616, -0.922220], [-3.670713, 0.307164, -1.923229], [-3.511180, -2.431702, -1.172724], [-1.776656, -1.359607, -3.224851], [-0.715139, 1.348694, -2.069046], [-2.325007, 1.908260, -0.234942], [-1.387344, 0.791718, 3.712370], [-0.605208, -0.780430, 4.082949], [-2.352571, -0.541629, 4.405460], [-1.302477, -3.148727, 2.489426], [-2.760456, -3.122390, 1.448982], [-2.906946, -2.828972, 3.211236], [-3.618094, 0.932140, 1.881817], [-4.259497, -0.401690, 2.876263], [-4.253318, -0.540847, 1.093368], [2.329713, -3.031066, -2.362814], [2.399611, -1.301619, -1.950299], [1.116276, -1.898443, -3.025353], [2.539366, -3.746716, 0.012619], [1.512561, -3.388687, 1.429150], [2.602596, -2.129776, 0.776615], [0.419365, -4.800571, -1.057508], [-0.932990, -3.903607, -1.800518], [-0.888920, -4.156150, -0.029387], [-4.357481, -0.083147, -2.688652], [-3.176633, 1.207525, -2.307455], [-4.243519, 0.564393, -1.023452], [-4.159068, -2.634585, -2.038183], [-4.141021, -2.203152, -0.303800], [-2.906505, -3.321176, -0.960125], [-2.613850, -1.454061, -3.933523], [-1.203598, -2.295433, -3.221168], [-1.121933, -0.538349, -3.549903], [2.019718, 2.087289, -5.345812], [1.355057, 2.992304, -4.494563], [1.061966, 4.282041, -4.937866], [1.455887, 4.701640, -6.215878], [2.153054, 3.813403, -7.056879], [2.437752, 2.514137, -6.624017], [2.337224, 0.283763, -4.803498], [1.818533, 0.548578, -3.408993], [1.070423, 2.667214, -3.495145], [0.522844, 4.963363, -4.278178], [1.227218, 5.710724, -6.557024], [2.471886, 4.133431, -8.048237], [2.977920, 1.818300, -7.272468], [1.915296, -1.785117, 3.591447], [1.920449, -0.364133, 3.866432], [2.409938, 0.084587, 5.156448], [1.788220, 1.422691, 5.472090], [2.125895, 2.379890, 4.356816], [1.697883, 1.820929, 3.082949], [1.487559, 2.762458, 1.999354], [1.600278, 0.486143, 2.850419], [1.208482, 0.015267, 1.731418], [2.750880, -2.087876, 2.939374], [0.967244, -2.069423, 3.107017], [2.014169, -2.311398, 4.548069], [2.151554, -0.670531, 5.907952], [3.509450, 0.189677, 5.154363], [2.187959, 1.811476, 6.414750], [0.697007, 1.324018, 5.585693], [3.216604, 2.549928, 4.347233], [1.655806, 3.360022, 4.508666], [0.635520, 3.427376, 2.216270], [2.362057, 3.410183, 1.838193], [1.293917, 2.204717, 1.084286]],
  "forces_ev_per_angstrom": [[-0.7, -2.0, 0.9], [-0.3, -0.2, 0.8], [1.3, -0.5, 0.0], [-0.4, -0.2, -0.4], [-0.2, -0.3, 0.3], [-1.2, 2.2, 1.1], [1.7, 1.0, -2.1], [0.1, -0.7, 0.1], [0.3, 0.2, -0.1], [0.2, -0.1, -0.4], [0.1, 0.1, -0.4], [-0.3, 0.3, -0.2], [0.1, 0.2, 0.2], [-0.5, 0.4, 0.0], [0.1, 0.0, 0.2], [0.1, 0.0, 0.0], [0.0, 0.0, 0.1], [0.0, -0.6, 0.4], [0.2, -0.6, 0.1], [0.0, -0.3, 0.1], [-0.3, 0.2, -0.2], [0.2, 0.0, -0.2], [-0.3, 0.1, 0.0], [0.1, 0.1, 0.3], [0.2, 0.2, -0.3], [-0.1, -0.2, 0.0], [0.2, 0.0, -0.3], [0.1, 0.1, 0.2], [-0.3, 0.1, 0.2], [-0.1, -0.2, 0.0], [0.1, 0.0, 0.1], [-0.2, 0.1, 0.1], [0.1, 0.1, -0.2], [-0.2, -0.2, -0.1], [0.0, 0.4, 0.0], [0.2, 0.0, 0.3], [0.2, 0.0, -0.3], [0.2, 0.2, 0.2], [-0.2, -0.2, 0.0], [0.1, 0.0, -0.2], [0.2, 0.0, 0.3], [0.1, -0.1, -0.2], [-0.3, 0.2, -0.1], [0.3, 0.0, 0.2], [-0.2, 0.3, -0.1], [-0.1, -0.2, -0.1], [-0.2, 1.2, -0.4], [0.2, -0.3, -0.7], [0.2, 0.0, -0.2], [0.2, -0.5, 0.0], [-0.3, 0.1, 0.6], [-0.2, -0.3, 0.5], [-0.3, 0.1, 0.8], [0.3, -0.2, -0.7], [0.0, 0.1, -0.1], [0.2, -0.1, -0.2], [0.1, -0.3, 0.1], [-0.1, -0.1, 0.3], [-0.2, 0.3, 0.2], [0.1, -0.4, 0.0], [-0.3, 0.1, -1.1], [0.5, 0.3, 0.5], [-0.2, 0.2, 0.5], [0.6, 0.3, 0.4], [-0.3, -0.5, -0.8], [-0.1, 0.3, -0.2], [0.1, 0.3, 0.9], [-0.6, -0.1, -0.7], [-0.3, 0.1, 0.3], [0.3, 0.0, 0.2], [-0.1, 0.1, -0.3], [0.0, 0.2, -0.2], [-0.3, -0.2, -0.1], [-0.1, -0.1, -0.2], [0.3, 0.0, 0.0], [-0.3, 0.0, -0.1], [0.0, -0.3, -0.2], [0.2, -0.2, 0.0], [-0.1, -0.3, 0.1], [0.2, 0.1, 0.1]],
  "mulliken_charge": [0.656, 0.647, 0.665, 0.427, 0.648, -0.491, -0.741, 0.070, -1.159, -1.188, -1.112, -1.347, -1.342, -1.240, -1.339, -1.204, -1.089, 0.645, 0.349, 0.347, 0.240, 0.708, 0.269, 0.270, 0.559, 0.363, 0.545, 0.285, 0.478, 0.494, 0.284, 0.682, 0.443, 0.250, 0.550, 0.370, 0.339, 0.535, 0.383, 0.309, 0.536, 0.388, 0.273, 0.551, 0.291, 0.270, 0.434, 0.187, -0.530, -0.533, -0.550, -0.526, 0.097, -0.125, 0.048, 0.348, 0.387, 0.387, 0.336, -0.668, 0.199, -0.624, -0.555, -0.643, 0.304, -1.122, 0.079, -0.433, 0.375, -0.023, 0.399, 0.394, 0.294, 0.376, 0.216, 0.305, 0.389, 0.411, 0.411, 0.091],
  "energy_ha": -6439.8794,
  "total_charge": 3,
  "fmax_ev_per_a": 2.92,
  "homo_energy_ev": -14.28,
  "orbital_gap_ha": 0.1298,
  "e_lumo_ev": -10.745,
  "e_above_lowest_ev": 0.0000
}



Entry 2:
{
  "formula": "C10H10O",
  "method": "wB97M-V/def2-TZVPD",
  "elements": ["C", "C", "C", "C", "C", "C", "C", "C", "C", "C", "O", "H", "H", "H", "H", "H", "H", "H", "H", "H", "H"],
  "positions_angstrom": [[-1.277557, -1.627956, 1.831771], [-0.090830, -0.741332, 2.240957], [0.696548, -0.579178, 0.950520], [0.402036, 0.336920, -0.017813], [-0.645566, 1.296900, -0.154999], [-0.804755, 1.972321, -1.282110], [0.030528, 1.707706, -2.384178], [1.017701, 0.834293, -2.422959], [1.273684, 0.183162, -1.173761], [1.873517, -1.004371, -1.069431], [2.429833, -2.044145, -0.970337], [-2.128599, -1.083294, 1.171731], [-1.888827, -1.904697, 2.649318], [-0.790003, -2.458002, 1.384568], [0.532146, -1.114456, 3.012391], [-0.657482, 0.173145, 2.512611], [1.554399, -1.116524, 0.920650], [-1.111040, 1.635793, 0.705448], [-1.528888, 2.826691, -1.289285], [-0.313232, 2.236877, -3.292840], [1.426386, 0.470146, -3.322252]],
  "forces_ev_per_angstrom": [[-1.4, 1.3, -0.7], [-2.3, 1.5, -2.4], [-3.5, 3.9, 2.2], [1.2, -2.2, 1.0], [0.6, 0.0, 0.3], [-0.8, 1.5, 1.0], [-1.4, 1.7, -3.3], [-0.2, -0.3, 1.0], [0.5, -1.7, -0.6], [2.2, -2.0, -1.4], [-1.4, 2.4, -0.4], [2.6, -1.1, 0.8], [-0.3, -0.8, 1.2], [-0.6, -1.2, -0.8], [0.2, -0.4, 0.9], [1.2, 0.1, 0.3], [2.4, -1.5, 0.0], [-1.3, 0.2, 1.6], [0.7, -1.0, -0.3], [0.6, -0.5, 0.2], [0.8, 0.0, -0.9]],
  "mulliken_charge": [-1.014, -0.600, -1.089, 1.265, -0.639, -0.485, -0.349, -0.870, 0.207, 0.576, -0.433, 0.221, 0.382, 0.332, 0.401, 0.176, 0.545, 0.361, 0.327, 0.277, 0.408],
  "energy_ha": -462.1521,
  "fmax_ev_per_a": 5.66,
  "homo_energy_ev": [-6.98, -6.99],
  "orbital_gap_ha": [0.2585, 0.2586],
  "e_lumo_ev": [0.050, 0.050],
  "e_above_lowest_ev": 4.2675
}



Entry 3:
{
  "formula": "C5H4F2",
  "method": "wB97M-V/def2-TZVPD",
  "elements": ["C", "C", "C", "F", "F", "C", "C", "H", "H", "H", "H"],
  "positions_angstrom": [[1.038647, 2.163523, 0.171618], [1.040289, 0.970159, -0.073881], [0.805172, -0.460049, -0.161514], [1.732202, -0.923726, -0.995518], [0.977748, -1.192245, 1.023925], [-0.597144, -0.795456, -0.631559], [-1.529852, -0.506062, 0.300264], [1.027601, 3.128641, 0.481727], [-0.617390, -1.437655, -1.432324], [-2.570173, -0.899357, -0.000370], [-1.307097, -0.047774, 1.317633]],
  "forces_ev_per_angstrom": [[0.1, -4.5, -0.9], [-0.3, 2.8, 1.8], [-0.6, -0.7, 0.0], [1.0, -1.1, -1.1], [0.4, 1.2, -0.4], [0.5, 1.9, 4.4], [-1.3, -1.3, -1.5], [0.1, 2.3, 0.4], [-0.7, -1.0, -2.0], [1.5, 1.0, 1.2], [-0.4, -0.5, -1.8]],
  "mulliken_charge": [0.107, -0.804, 0.809, -0.291, -0.259, -0.412, -0.559, 0.495, 0.426, 0.225, 0.263],
  "energy_ha": -392.5276,
  "fmax_ev_per_a": 4.78,
  "homo_energy_ev": -10.29,
  "orbital_gap_ha": 0.4095,
  "e_lumo_ev": 0.856,
  "e_above_lowest_ev": 2.3656
}